Entry 1:
# C56H62BKN8O3S3

C56H62BKN8O3S3 as an isolated structure (ωB97M-V/def2-TZVPD, the Open Molecules 2025 dataset).

XYZ file:
```
134
Properties=species:S:1:pos:R:3:mulliken_charge:R:1
K -2.108 -1.181 1.343 1.3533
C -1.369 3.952 -2.522 -1.5145
C -0.011 3.377 -2.243 -0.0427
C 1.120 4.069 -2.550 -0.4071
C 2.397 3.547 -2.208 0.0320
N 2.527 2.390 -1.657 -0.7605
N 1.410 1.667 -1.387 0.6427
B 1.729 0.381 -0.774 -0.6096
N 3.045 0.266 -0.071 0.8780
N 3.767 -0.753 -0.562 -0.7579
C 4.868 -1.086 0.022 -0.1697
C 5.321 -0.400 1.172 -0.3099
C 4.619 0.647 1.662 0.2847
C 5.062 1.354 2.903 -1.5976
C 3.415 1.062 0.993 0.4519
S 2.496 2.404 1.454 -0.3234
C 5.633 -2.233 -0.649 2.3462
C 4.709 -3.451 -0.774 -1.3654
C 6.873 -2.605 0.155 -2.3469
C 6.069 -1.783 -2.058 -1.5786
N 1.118 -0.875 -1.328 0.9310
N 0.928 -0.750 -2.659 -0.5948
C 0.462 -1.746 -3.327 -0.3039
C 0.112 -2.956 -2.687 0.0641
C 0.249 -3.096 -1.353 -0.6097
C -0.240 -4.337 -0.675 -1.9185
C 0.805 -1.995 -0.584 1.5974
S 1.021 -2.016 1.100 -0.3395
C 0.353 -1.506 -4.842 2.3088
C -0.098 -2.767 -5.575 -2.2090
C -0.656 -0.384 -5.107 -1.4160
C 1.730 -1.083 -5.375 -1.6246
C 0.102 2.102 -1.589 -0.4292
S -1.221 1.191 -1.056 0.6625
C 3.684 4.345 -2.481 2.1805
C 4.937 3.565 -2.071 -1.8091
C 3.768 4.663 -3.980 -1.7154
C 3.632 5.651 -1.674 -1.6959
H -1.278 4.916 -3.039 0.3982
H -1.922 4.084 -1.586 0.1720
H -1.968 3.261 -3.123 0.2307
H 1.040 5.045 -3.024 0.2823
H 6.215 -0.731 1.692 0.4069
H 5.973 0.894 3.302 0.3628
H 4.269 1.314 3.655 0.2398
H 5.238 2.412 2.702 0.2836
H 4.422 -3.825 0.218 0.3651
H 5.217 -4.258 -1.321 0.4179
H 3.791 -3.179 -1.307 0.0988
H 6.609 -2.963 1.160 0.4160
H 7.561 -1.754 0.260 0.3963
H 7.407 -3.408 -0.361 0.4379
H 5.188 -1.583 -2.679 0.2515
H 6.682 -2.561 -2.538 0.4146
H 6.659 -0.856 -2.004 0.3531
H -0.303 -3.778 -3.259 0.4206
H -0.396 -5.138 -1.409 0.4223
H -1.200 -4.110 -0.191 0.1929
H 0.449 -4.660 0.103 0.3933
H -1.080 -3.108 -5.225 0.3747
H 0.621 -3.587 -5.449 0.3926
H -0.182 -2.550 -6.645 0.4386
H -1.666 -0.697 -4.830 0.1742
H -0.652 -0.117 -6.174 0.4400
H -0.403 0.505 -4.512 0.1364
H 2.474 -1.876 -5.213 0.3747
H 2.075 -0.182 -4.861 0.2142
H 1.667 -0.879 -6.453 0.4166
H 4.996 2.606 -2.597 0.3099
H 4.929 3.342 -0.997 0.2391
H 5.829 4.162 -2.310 0.4811
H 3.807 3.737 -4.567 0.3469
H 4.675 5.247 -4.191 0.4565
H 2.903 5.244 -4.321 0.2877
H 3.548 5.433 -0.602 0.3072
H 2.770 6.268 -1.963 0.3117
H 4.545 6.239 -1.842 0.4666
C -1.797 -1.528 6.999 -0.6097
O -2.433 -1.449 5.744 -0.2230
C -2.909 -2.629 5.254 0.8598
C -2.953 -3.782 6.009 -0.6687
C -3.481 -4.976 5.463 -0.9568
C -3.933 -4.970 4.154 -0.8249
C -3.878 -3.821 3.348 1.1722
C -4.315 -3.884 1.923 -1.3148
N -4.056 -2.915 1.151 0.3869
N -4.566 -2.795 -0.126 -0.6689
C -3.732 -2.198 -0.947 -0.4982
O -2.472 -2.008 -0.788 -0.0092
C -4.438 -1.704 -2.211 0.1399
C -5.725 -2.132 -2.556 -0.2751
C -6.364 -1.632 -3.688 -0.6020
C -5.733 -0.678 -4.490 -0.5307
C -4.459 -0.239 -4.145 -0.7628
C -3.812 -0.759 -3.020 0.1903
C -3.367 -2.577 3.875 0.1727
O -3.309 -1.492 3.200 -0.6250
H -1.397 -0.538 7.216 -0.2612
H -0.974 -2.255 6.993 0.4389
H -2.493 -1.811 7.800 0.3518
H -2.584 -3.786 7.028 0.3257
H -3.513 -5.879 6.063 0.3280
H -4.332 -5.885 3.716 0.2838
H -4.856 -4.779 1.569 0.1328
H -6.211 -2.851 -1.906 0.4142
H -7.362 -1.978 -3.942 0.3559
H -6.229 -0.287 -5.373 0.3670
H -3.962 0.518 -4.753 0.3721
H -2.818 -0.422 -2.736 0.2190
C -1.016 2.219 7.860 -0.4660
C -2.243 2.537 7.275 -0.5267
C -2.380 2.534 5.892 -0.2781
C -1.300 2.215 5.064 0.8069
C -0.078 1.902 5.654 -0.4004
C 0.064 1.903 7.042 -0.6087
C -1.422 2.180 3.569 -0.4327
C -2.520 2.370 2.897 -0.9624
C -3.507 2.521 1.934 0.6971
C -3.778 3.753 1.282 -0.6138
C -4.757 3.815 0.307 -0.4021
C -5.497 2.676 -0.047 -0.5323
C -5.255 1.463 0.606 -0.6406
C -4.289 1.390 1.590 -0.5604
H -0.910 2.209 8.940 0.3466
H -3.096 2.778 7.900 0.3376
H -3.341 2.766 5.435 0.3461
H 0.765 1.643 5.013 0.5222
H 1.021 1.648 7.483 0.3428
H -0.519 1.902 3.018 0.3658
H -3.193 4.625 1.548 0.4345
H -4.944 4.752 -0.197 0.4008
H -6.243 2.731 -0.831 0.3719
H -5.805 0.567 0.334 0.3834
H -4.060 0.478 2.121 0.9790
```

Highest occupied orbital energy (spin up / spin down): -1.42 / -0.62 eV
E_tot: -126649.9310 eV
Relative energy (zero: lowest compared OMol25 entry of this formula, charge and spin): 50.69 kcal per mole
Net charge: -2

Entry 2:
# C56H62ClMnN4P

C56H62ClMnN4P as an isolated structure (ωB97M-V/def2-TZVPD, the Open Molecules 2025 dataset).

XYZ file:
```
125
Properties=species:S:1:pos:R:3:mulliken_charge:R:1
Mn -0.105 0.959 0.736 1.8922
C -1.409 -4.945 0.698 -2.1442
C -0.809 -3.557 0.495 1.2927
C -1.376 -2.576 1.521 -1.0743
C 0.712 -3.541 0.532 0.1163
C 1.444 -4.568 1.113 -0.7171
C 2.831 -4.572 1.057 -1.5385
C 3.499 -3.569 0.378 -0.1599
C 2.817 -2.509 -0.218 1.1128
C 3.596 -1.517 -1.084 1.9571
C 4.057 -2.196 -2.381 -1.5247
C 4.823 -0.912 -0.397 -1.6283
C 1.419 -2.496 -0.083 -0.9704
N 0.694 -1.366 -0.586 1.0878
C 0.367 -1.343 -1.803 -0.6006
C -0.088 -0.028 -2.399 -0.4970
N -0.254 0.990 -1.651 1.2366
C -0.667 2.191 -2.351 -0.6194
C 0.292 3.137 -2.777 0.7662
C -0.191 4.288 -3.396 -1.0836
C -1.542 4.498 -3.622 -1.6050
C -2.449 3.522 -3.265 -0.6797
C -2.037 2.342 -2.646 0.9474
C -3.102 1.269 -2.402 0.8564
C -4.367 1.838 -1.733 -1.4904
C -3.522 0.579 -3.705 -1.5079
C 1.823 3.003 -2.748 0.2119
C 2.458 2.959 -1.360 -1.3153
C 2.388 1.877 -3.620 -1.3758
C -0.192 -0.233 -3.854 0.8344
C -0.473 0.569 -4.933 0.4873
C -0.486 -0.007 -6.223 -1.2420
C -0.234 -1.343 -6.429 -0.9780
C 0.070 -2.193 -5.338 1.1739
C 0.356 -3.581 -5.399 -0.9120
C 0.645 -4.283 -4.256 -1.2049
C 0.690 -3.661 -2.984 0.3065
C 0.423 -2.320 -2.903 0.6948
C 0.096 -1.602 -4.075 -1.8356
H -2.483 -4.917 0.513 0.4217
H -1.266 -5.301 1.722 0.4170
H -0.969 -5.680 0.022 0.4734
H -1.113 -3.218 -0.500 0.2277
H -1.040 -2.854 2.521 0.3401
H -2.470 -2.573 1.519 0.6283
H -1.034 -1.558 1.329 -0.3417
H 0.930 -5.391 1.592 0.4245
H 3.388 -5.381 1.513 0.4604
H 4.578 -3.621 0.286 0.3926
H 2.930 -0.694 -1.359 -1.2905
H 4.750 -3.013 -2.161 0.4160
H 4.580 -1.481 -3.020 0.4465
H 3.225 -2.610 -2.944 0.2819
H 5.512 -1.686 -0.051 0.3085
H 4.564 -0.284 0.450 0.2801
H 5.373 -0.290 -1.105 0.5046
H 0.522 5.032 -3.732 0.4469
H -1.878 5.404 -4.110 0.4168
H -3.499 3.662 -3.495 0.4234
H -2.686 0.493 -1.755 -0.0326
H -4.986 2.369 -2.458 0.4851
H -4.155 2.541 -0.928 0.1939
H -4.979 1.027 -1.333 0.4366
H -3.841 1.322 -4.439 0.2901
H -4.369 -0.083 -3.513 0.5120
H -2.721 -0.014 -4.148 0.2588
H 2.168 3.931 -3.208 0.7634
H 2.013 2.183 -0.747 -0.0951
H 2.360 3.922 -0.852 0.3218
H 3.524 2.743 -1.436 0.5678
H 2.214 0.892 -3.191 0.0900
H 3.469 2.003 -3.706 0.5997
H 1.970 1.891 -4.625 0.2613
H -0.700 1.623 -4.829 0.5579
H -0.711 0.627 -7.071 0.5145
H -0.264 -1.749 -7.434 0.4592
H 0.344 -4.087 -6.357 0.4714
H 0.859 -5.341 -4.325 0.4589
H 0.948 -4.245 -2.110 0.6043
N 0.309 3.199 1.231 -0.7026
C -0.897 3.942 0.822 -0.4772
C -2.094 3.125 1.259 -0.4744
N -1.995 1.797 0.605 -0.1110
H 0.416 3.300 2.237 0.0558
H 1.143 3.598 0.818 0.1940
H -0.894 4.048 -0.264 -0.0483
H -0.941 4.942 1.255 0.6990
H -3.024 3.624 0.989 0.5997
H -2.084 2.991 2.342 0.3614
H -2.172 1.940 -0.374 -0.6776
H -2.731 1.175 0.926 0.3976
Cl 2.043 0.214 1.210 0.0145
C 2.055 -0.617 2.790 0.7691
C 3.173 -1.377 3.076 -0.4694
C 3.288 -1.909 4.352 -0.8295
C 2.324 -1.643 5.316 -1.0354
C 1.212 -0.886 4.991 -0.5823
C 1.034 -0.392 3.695 -0.6727
P -0.416 0.563 3.193 2.6153
C -1.911 -0.336 3.703 1.5499
C -1.904 -1.527 4.423 -1.3245
C -3.099 -2.131 4.792 -0.5948
C -4.313 -1.555 4.449 -0.8171
C -4.333 -0.366 3.732 -1.0453
C -3.141 0.234 3.360 -1.2934
C -0.317 1.994 4.325 0.8383
C -1.397 2.446 5.077 -0.5059
C -1.247 3.541 5.921 -0.7274
C -0.025 4.187 6.023 -0.7984
C 1.062 3.734 5.283 -0.5878
C 0.918 2.643 4.441 -0.7344
H 3.936 -1.544 2.333 0.4107
H 4.153 -2.512 4.597 0.4850
H 2.443 -2.024 6.322 0.4605
H 0.470 -0.665 5.749 0.6712
H -0.974 -2.013 4.678 0.4007
H -3.077 -3.060 5.348 0.4662
H -5.241 -2.028 4.743 0.4327
H -5.276 0.097 3.470 0.5006
H -3.180 1.186 2.838 0.6954
H -2.354 1.945 5.028 0.4275
H -2.090 3.881 6.508 0.4826
H 0.088 5.033 6.688 0.4331
H 2.023 4.223 5.373 0.4773
H 1.782 2.278 3.894 0.4048
```

Highest occupied orbital energy (spin up / spin down): -12.90 / -12.90 eV
E_tot: -118160.3050 eV
Relative energy (zero: lowest compared OMol25 entry of this formula, charge and spin): 7.15 kcal per mole
Multiplicity: 4
Net charge: +2